[1]
Density functional theory data (ωB97M-V/def2-TZVPD) for 5 unconnected molecules or ions with the total composition C33H63N5O6S in a non-equilibrium geometry.

Last column: Löwdin charge in e.
Cartesian coordinates (Å):
H (-6.08874, 5.02027, 1.54408)  0.030
N (-6.28061, 4.05858, 1.14383)  0.034
C (-5.06646, 3.40100, 1.07471)  -0.169
C (-3.69496, 4.18991, 1.53602)  -0.149
C (-2.41388, 3.51281, 0.70616)  -0.076
C (-2.12773, 1.91267, 0.98949)  0.038
C (-0.88158, 1.13528, 0.25796)  -0.015
C (0.11273, 1.94601, -0.81328)  -0.040
C (-0.19969, 3.53402, -1.07581)  -0.370
S (0.95782, 4.42870, -2.30515)  0.661
C (-1.44559, 4.36821, -0.33458)  -0.047
C (-1.70069, 6.00097, -0.59238)  -0.304
C (-3.20480, 6.28106, -1.26827)  -0.094
C (-1.43684, 6.90771, 0.76265)  -0.188
C (-0.46075, 6.19857, 1.87414)  -0.239
C (1.07507, 5.90563, 1.35133)  -0.130
C (1.33286, 1.06531, -1.46324)  -0.223
O (1.93376, 1.27341, -2.63731)  -0.066
C (1.88635, -0.22235, -0.55435)  0.020
C (1.00777, -0.95068, 0.42085)  0.015
C (-0.57290, -0.46272, 0.58808)  -0.202
O (-1.48642, -1.34815, 0.99984)  -0.047
H (-4.93416, 2.28720, 0.68066)  0.124
H (-3.48902, 3.92952, 2.67545)  0.116
H (-3.73514, 5.35077, 1.39616)  0.088
H (-2.80649, 1.28101, 1.72863)  0.116
H (2.27820, 4.07016, -1.92896)  -0.089
H (-0.93372, 6.41932, -1.40599)  0.112
H (-3.08896, 7.32227, -1.84012)  0.092
H (-3.47706, 5.49549, -2.10375)  0.096
H (-4.04132, 6.44313, -0.46611)  0.069
H (-2.48083, 7.16460, 1.27382)  0.090
H (-1.01648, 7.95447, 0.37680)  0.133
H (-0.35111, 6.98520, 2.76545)  0.102
H (-0.92567, 5.23388, 2.37188)  0.108
H (1.16335, 4.71822, 1.26505)  0.075
H (1.24230, 6.30086, 0.24538)  0.071
H (1.91379, 6.23137, 2.10128)  0.077
H (3.02569, -0.51202, -0.68075)  0.111
H (1.49306, -1.82775, 1.03613)  0.124
C (7.16683, -2.18532, -5.30117)  -0.109
O (6.63333, -1.04794, -4.64100)  -0.196
C (5.20387, -1.00761, -4.59449)  -0.193
C (4.58431, -1.82194, -3.43566)  -0.431
C (4.56867, -3.32682, -3.69006)  -0.071
N (5.27470, -1.56038, -2.16371)  0.032
H (6.54478, -2.50483, -6.14282)  0.090
H (7.29700, -3.00308, -4.59015)  0.073
H (8.15636, -1.92109, -5.68361)  0.086
H (4.94525, 0.04714, -4.43933)  0.121
H (4.77303, -1.29200, -5.56268)  0.118
H (3.54041, -1.50197, -3.33127)  0.126
H (5.55685, -3.78190, -3.58792)  0.064
H (3.91092, -3.82742, -2.96951)  0.072
H (4.19053, -3.54971, -4.69378)  0.080
H (5.20799, -0.56280, -1.95604)  0.065
H (6.27487, -1.70546, -2.32586)  0.072
C (-2.46044, 8.48593, 3.75654)  -0.109
O (-3.02039, 7.20023, 3.53858)  -0.242
C (-3.15984, 6.40770, 4.72162)  -0.191
C (-4.44439, 6.69818, 5.53121)  -0.424
C (-4.36649, 7.97975, 6.35652)  -0.072
N (-5.62747, 6.76311, 4.65997)  0.041
H (-1.70577, 8.47963, 4.54891)  0.096
H (-3.25021, 9.20322, 3.98675)  0.079
H (-1.98320, 8.80882, 2.82743)  0.076
H (-3.20999, 5.36842, 4.37403)  0.099
H (-2.26263, 6.48053, 5.34900)  0.122
H (-4.58261, 5.86910, 6.23585)  0.137
H (-4.45231, 8.88103, 5.74467)  0.065
H (-5.18323, 8.01148, 7.08751)  0.080
H (-3.42337, 8.03056, 6.91157)  0.080
H (-5.72307, 5.87041, 4.17346)  0.062
H (-5.41490, 7.42458, 3.90834)  0.071
C (-1.63230, -4.28302, 1.67473)  -0.124
O (-1.72355, -5.69889, 1.70766)  -0.196
C (-2.71652, -6.24786, 0.83601)  -0.197
C (-2.24554, -6.43181, -0.62489)  -0.428
C (-2.21432, -5.13075, -1.42232)  -0.071
N (-0.91814, -7.06187, -0.68798)  0.037
H (-2.60730, -3.80892, 1.52641)  0.086
H (-0.93365, -3.97171, 0.89614)  0.059
H (-1.22740, -3.94791, 2.63338)  0.089
H (-2.94647, -7.24068, 1.24205)  0.119
H (-3.64712, -5.66909, 0.88987)  0.117
H (-2.96422, -7.09605, -1.12012)  0.134
H (-1.37413, -4.48822, -1.14796)  0.064
H (-2.11656, -5.34363, -2.49356)  0.077
H (-3.14059, -4.56319, -1.28083)  0.080
H (-0.96700, -7.97131, -0.22617)  0.073
H (-0.29548, -6.51892, -0.08368)  0.072
C (3.75999, -10.65935, -1.18197)  -0.110
O (3.03779, -10.21976, -2.32183)  -0.196
C (2.07018, -9.20090, -2.05206)  -0.199
C (2.65111, -7.76872, -2.01638)  -0.434
C (3.40030, -7.44818, -0.72580)  -0.074
N (3.54225, -7.51992, -3.15957)  0.035
H (3.14392, -10.66223, -0.27762)  0.089
H (4.64603, -10.03834, -1.03874)  0.072
H (4.10102, -11.68074, -1.37097)  0.086
H (1.35255, -9.25147, -2.88025)  0.122
H (1.50539, -9.42985, -1.13966)  0.111
H (1.80749, -7.07078, -2.08103)  0.123
H (4.37857, -7.93235, -0.67489)  0.063
H (3.57416, -6.36850, -0.64523)  0.074
H (2.81921, -7.75614, 0.15034)  0.077
H (3.01128, -7.65340, -4.02155)  0.074
H (4.22845, -8.27912, -3.18032)  0.070

Summary:
Multiplicity: 1
Highest occupied orbital energy in eV: -8.82
SMILES: [H]/N=C\Cc1cc2c(c(S)c1[C@@H](C)CCC)C(=O)C=CC2=O.COC[C@@H](C)N.COC[C@@H](C)N.COC[C@@H](C)N.COC[C@@H](C)N
Largest force on an atom in eV Å⁻¹: 8.05

=====

[2]
Density functional theory data (ωB97M-V/def2-TZVPD) for a molecular structure, C33H64Br2F7O21P in a non-equilibrium geometry.

Last column: Löwdin charge in e.
Cartesian coordinates (Å):
C (1.62397, 2.72836, 4.58930)  -0.065
C (0.83594, 1.47081, 5.13745)  -0.298
C (-0.02614, 1.56480, 6.46046)  -0.060
C (0.91991, 0.31004, 4.36451)  -0.123
C (1.65501, -1.01358, 4.72914)  -0.185
C (2.86641, -1.37574, 3.78242)  -0.172
C (2.59472, -1.01412, 2.24567)  -0.326
C (3.24353, 0.44348, 2.04612)  -0.067
C (3.33077, -1.98827, 1.26068)  -0.169
C (2.90026, -1.78556, -0.26799)  -0.137
C (1.35858, -1.66347, -0.41056)  -0.118
C (0.50184, -2.77278, 0.05299)  0.059
C (-0.96619, -2.67893, -0.01076)  -0.204
C (-1.75570, -3.86827, 0.54570)  -0.657
Br (-2.46316, -3.67042, 2.38494)  0.670
C (-2.01390, -5.02605, -0.11547)  -0.688
C (-1.49180, -5.25277, -1.56446)  -0.100
Br (-3.09973, -6.40320, 0.77094)  0.744
C (-1.61108, -1.44912, -0.56375)  -0.203
P (-3.48419, -1.29967, -0.66331)  0.912
O (-4.20328, -2.79078, -0.93437)  -0.288
O (-3.93916, -0.88741, 0.92436)  -0.318
C (-0.78329, -0.35449, -1.03600)  -0.060
C (0.69584, -0.48530, -0.94495)  0.004
C (1.46469, 0.79436, -1.45441)  -0.274
O (2.26253, 1.28857, -0.70071)  0.118
C (0.96841, 1.33609, -2.81600)  0.018
C (-0.50342, 1.44915, -2.89206)  -0.040
C (-1.19416, 1.97492, -4.05937)  0.070
C (-0.32670, 2.38566, -5.16523)  -0.176
O (-0.95178, 2.93613, -6.28911)  0.030
C (1.14158, 2.24274, -5.14300)  -0.023
C (1.83043, 2.72369, -6.44891)  -0.087
C (1.48118, 1.86693, -7.75222)  -0.392
C (0.96461, 2.84923, -8.87877)  -0.054
O (0.63515, 0.73908, -7.52091)  -0.051
C (1.83930, 1.70556, -3.94997)  0.028
C (3.36927, 1.53373, -3.92995)  -0.318
F (3.95968, 1.26353, -2.72793)  0.121
F (3.93373, 2.75412, -4.33468)  0.087
C (3.84469, 0.33601, -4.89603)  -0.259
F (3.97110, 0.70336, -6.20310)  0.141
F (5.13774, 0.03296, -4.45892)  0.103
C (3.01974, -0.99801, -4.67590)  -0.425
F (1.81674, -1.01742, -5.28984)  0.172
F (2.95874, -1.31462, -3.34714)  0.162
F (3.77675, -2.01339, -5.25370)  0.112
C (-1.35788, 0.95788, -1.66852)  -0.284
O (-2.34275, 1.53229, -1.26408)  0.066
H (2.70281, 2.69460, 4.86906)  0.074
H (1.50495, 2.67914, 3.46494)  0.070
H (1.08227, 3.65531, 4.92195)  0.063
H (-0.50379, 0.56725, 6.62686)  0.061
H (-0.87310, 2.27412, 6.22290)  0.090
H (0.55848, 1.95322, 7.34279)  0.054
H (0.40945, 0.33300, 3.35657)  0.103
H (0.90501, -1.85698, 4.62942)  0.101
H (2.01179, -0.97311, 5.78605)  0.087
H (3.82287, -0.93761, 4.15843)  0.080
H (2.99005, -2.49934, 3.81924)  0.107
H (1.48295, -1.01161, 2.13508)  0.111
H (2.40565, 1.14436, 1.78779)  0.054
H (3.66608, 0.83117, 3.01618)  0.074
H (4.05419, 0.45017, 1.27244)  0.076
H (4.43210, -1.78536, 1.32661)  0.118
H (3.19563, -3.07132, 1.55071)  0.108
H (3.25845, -2.71372, -0.79992)  0.121
H (3.46525, -0.92583, -0.71721)  0.101
H (0.94979, -3.70867, 0.46882)  0.136
H (-1.76317, -4.42490, -2.26320)  0.074
H (-1.98323, -6.19577, -1.94462)  0.071
H (-0.39001, -5.48787, -1.56259)  0.094
H (-4.21760, -2.96612, -1.89423)  0.048
H (-3.48026, -0.05883, 1.16120)  0.027
H (-2.30589, 2.04813, -4.07200)  0.116
H (-1.78631, 3.32798, -5.95934)  0.130
H (2.93643, 2.83172, -6.40247)  0.107
H (1.42944, 3.76260, -6.64343)  0.122
H (2.45976, 1.45487, -8.13619)  0.134
H (1.34396, 2.44171, -9.86052)  0.084
H (-0.14821, 2.94865, -8.92831)  0.080
H (1.44032, 3.86799, -8.79124)  0.088
H (-0.25603, 1.04459, -7.77969)  0.089
O (2.05979, -4.60326, -5.29083)  -0.056
H (2.66947, -3.87843, -5.47566)  0.004
H (1.27885, -4.39055, -5.81367)  0.033
O (0.48112, -2.37203, 7.35809)  -0.059
H (1.10421, -3.06176, 7.61358)  0.035
H (-0.37568, -2.81454, 7.36559)  0.038
O (4.64992, -0.49009, 6.27589)  -0.050
H (4.53577, 0.34162, 6.75026)  0.043
H (4.69128, -1.15406, 6.97341)  0.043
O (0.21527, 1.61742, 9.38238)  -0.072
H (0.85234, 0.93747, 9.63005)  0.044
H (-0.63496, 1.16431, 9.42064)  0.047
O (-1.96064, 4.50583, -2.92981)  -0.048
H (-2.05887, 5.34168, -2.45407)  0.019
H (-1.90292, 3.84400, -2.22963)  0.012
O (-1.63891, 1.70325, 3.79385)  -0.066
H (-1.23156, 2.45635, 3.33769)  0.009
H (-2.00073, 1.16726, 3.07986)  0.027
O (-1.14366, 4.08756, 2.30435)  -0.049
H (-1.07881, 3.85995, 1.36968)  0.051
H (-1.47680, 4.99226, 2.30337)  0.018
O (-6.27420, -7.69602, 2.27775)  -0.062
H (-5.67040, -6.95964, 2.11724)  0.001
H (-7.05045, -7.48019, 1.74941)  0.052
O (-4.75520, 2.25766, -3.42077)  -0.065
H (-5.50242, 2.46273, -2.84852)  0.043
H (-4.05107, 2.01328, -2.80811)  -0.010
O (-2.72145, -1.65469, -3.65177)  -0.065
H (-3.00456, -1.01255, -4.31398)  0.048
H (-2.10174, -2.22325, -4.12520)  0.046
O (-2.67150, 6.49416, -0.47117)  -0.042
H (-2.76893, 7.32830, 0.00190)  0.047
H (-2.61448, 5.83337, 0.22863)  0.027
O (-0.14804, 6.59000, 2.60783)  -0.053
H (0.48261, 6.45323, 3.32439)  0.053
H (0.26748, 7.25973, 2.05287)  0.050
O (-2.03454, -0.90161, 5.53770)  -0.062
H (-1.62728, -0.15178, 5.08250)  -0.009
H (-2.40542, -1.43722, 4.82719)  0.011
O (-3.60856, -8.98948, 2.27364)  -0.127
H (-3.79038, -9.83868, 2.69035)  0.041
H (-4.35512, -8.43814, 2.53303)  -0.029
O (-4.22263, 2.06257, 2.49974)  -0.053
H (-4.62225, 2.74226, 3.05333)  0.047
H (-4.97258, 1.53805, 2.19234)  0.038

Summary:
Multiplicity: 1
Highest occupied orbital energy in eV: -6.04
Largest force on an atom in eV Å⁻¹: 3.60

=====

Number 1: LUMO energy -1.91 eV, orbital gap 6.9 eV. Number 2: LUMO energy -0.97 eV, orbital gap 5.1 eV.